C27H35BrN4P2Sn as an isolated structure at a distorted geometry, computed with ωB97M-V with the def2-TZVPD basis set.

```
70
Properties=species:S:1:pos:R:3:forces:R:3
H 2.3500 4.9140 -7.7944 0.11 -0.28 0.10
C -0.6055 3.1232 -1.7918 -0.03 0.64 -0.09
H -0.1762 -1.7342 -1.3088 0.15 -0.12 0.13
C 0.4930 3.3484 2.0373 0.76 1.12 0.09
H -0.3901 -0.4148 -0.1517 0.82 -0.04 -0.45
C 1.8950 2.7719 -7.6579 0.29 -0.20 -0.02
H 4.0056 3.9020 -5.5637 -0.45 0.43 -0.06
H -1.0005 4.8443 -6.1974 0.28 -0.12 -0.14
H -0.4774 -2.9740 -5.7605 -0.12 -0.07 -0.05
C 1.0485 4.3397 2.8355 -0.34 -0.25 -1.48
H -0.6147 2.1191 -3.7728 -0.05 -0.20 0.70
H -1.4265 3.5156 -1.1645 0.33 -0.06 -0.09
C -4.9997 -0.4800 -0.9644 0.57 0.31 -0.40
H 0.3426 5.7786 -4.5371 0.21 -0.05 -0.27
C -3.7364 -0.8011 -1.4176 -0.25 1.18 0.18
H -2.2977 -1.2907 -6.9203 -0.07 0.10 -0.12
H -0.1464 -2.1265 -3.2534 -0.05 0.02 0.14
N -3.1439 0.3723 -1.9362 -1.50 0.06 0.71
C 0.0474 4.5226 -6.3074 -0.10 0.89 0.03
Br 2.2264 0.5122 1.1408 0.16 -0.35 1.65
H 1.8486 5.2201 -0.2910 0.03 0.07 -0.06
H 0.3198 4.6873 -7.3583 -0.22 -0.16 0.22
H -0.6513 2.7146 -5.3153 0.50 -0.09 -0.19
H 3.7484 3.8222 -7.7782 -0.31 0.30 -0.04
N 2.1902 2.7180 -1.2451 0.37 -0.72 -1.18
H -0.1319 3.9852 -2.2870 -0.58 -0.15 0.03
P 0.5647 2.3876 -0.5169 0.60 0.77 0.60
C 2.2562 4.9915 -5.0680 0.41 0.75 -0.06
H 3.7394 1.5624 -0.2266 -0.70 -0.59 -0.46
H -2.2093 2.5780 -3.1964 0.48 0.18 -0.06
H -2.8514 0.6228 -5.0271 -0.13 -0.14 0.00
Sn 1.7823 0.1483 -2.1798 -1.84 -1.50 0.84
H -6.0924 1.4957 -0.9670 0.10 -0.06 -0.04
C -4.0606 1.4185 -1.7903 -0.22 -0.82 0.35
C 3.0156 4.2615 -5.8768 0.85 0.36 -0.02
H 3.8717 3.3579 -3.9781 0.03 -0.16 -0.01
H 4.8087 1.1790 -2.6966 -0.07 0.38 0.35
N 0.7642 3.6249 0.6879 -0.27 0.40 0.83
H -3.7840 2.4217 -2.0756 -0.24 -0.10 0.04
H 1.0381 4.3832 3.9151 -0.10 -0.06 -0.16
C 1.6730 5.2979 1.9451 -0.58 -1.30 -0.93
H 2.5563 1.9738 -8.0011 -0.13 -0.02 0.01
C 3.9959 1.8340 -2.3860 -0.43 1.18 0.99
C 2.7604 4.0055 -7.3299 0.37 -0.08 -0.08
C -2.2397 -0.2638 -4.9627 0.74 -1.12 -0.31
H 1.0375 -1.4126 0.0307 -0.24 -0.41 -0.41
H -3.1709 -1.7214 -1.3655 -0.10 0.12 -0.11
H -5.7039 -1.1507 -0.4885 0.17 0.04 -0.16
H 1.0003 1.1697 -6.4038 -0.05 0.42 0.29
C -5.2095 0.9214 -1.2080 0.78 -0.13 -0.23
H 1.2833 3.0702 -8.5155 -0.14 -0.35 0.02
C 0.1552 3.0755 -5.9527 -0.65 -0.13 -0.11
C 0.9044 5.5077 -5.4475 -0.44 -0.01 -0.23
C -0.9740 -2.1301 -5.3130 -0.45 0.89 0.92
C 3.4940 2.9395 -3.0744 -0.06 0.03 -0.05
C 0.3664 -0.9832 -0.7226 0.81 -0.35 0.53
H 2.1789 6.2079 2.2418 -0.03 -0.17 -0.17
C -1.2407 2.1656 -2.8671 -0.27 0.79 -0.35
N -1.5576 -0.5593 -3.7782 0.22 0.55 -0.70
H -0.0156 2.4399 2.2881 -0.03 -0.20 0.14
C 3.2375 1.7266 -1.1831 1.46 1.16 -0.82
H 1.0306 6.4336 -6.0384 -0.17 -0.16 0.30
C 1.5051 4.8194 0.6439 -0.30 0.03 1.39
C -0.7835 -1.7078 -4.0083 -0.39 0.50 -0.92
P -1.4862 0.4577 -2.3161 0.31 -1.51 -0.98
H 1.7641 4.2850 -2.6478 0.07 -0.44 -0.01
C -1.9196 -1.2286 -5.9172 0.30 0.56 1.26
C 2.3981 3.4453 -2.3889 0.21 -0.72 0.33
H 2.6478 5.4177 -4.1287 -0.05 -0.71 -0.40
C 1.0171 2.2565 -6.5415 -0.33 -0.13 -0.74
```
Forces are in eV/Å.

Computed properties:
energy relative to the best compared isomer or geometry (same formula, charge and spin) = 63.87 kcal/mol
DFT total energy = -4739.65189 Eh
M = 676.168 g/mol
HOMO level = -7.23 eV

---

C27H35Cl3N4O3SiTm as an isolated structure at a distorted geometry, computed with ωB97M-V with the def2-TZVPD basis set.

```
74
Properties=species:S:1:pos:R:3:forces:R:3
C 16.9232 7.0048 8.1311 -0.15 0.49 -0.11
C 13.9261 8.0893 8.1160 -0.09 0.72 0.07
C 14.4397 6.7683 8.0401 0.23 -0.81 0.30
C 12.8636 8.3359 11.4957 0.34 -0.39 0.10
H 16.4923 10.3168 7.5120 0.18 0.42 0.00
H 15.5374 13.2228 6.9262 -0.36 -0.31 0.15
C 13.5043 13.9339 10.6691 -0.24 -0.25 0.21
C 8.3950 7.5645 6.4633 -0.59 0.02 -0.27
C 15.7337 6.2866 8.0719 -0.07 0.56 -0.19
C 12.0983 14.9324 12.4741 -0.88 -0.73 0.43
H 10.3462 14.1645 13.2752 -0.02 -0.30 0.08
H 10.2793 9.1553 10.5705 -0.17 -0.07 -0.40
Si 8.5086 8.7337 7.9718 -1.20 -0.88 -0.13
H 8.0231 8.1691 10.4473 0.11 -0.21 -0.69
Cl 11.3486 10.8068 4.9634 0.08 -0.16 -0.22
O 9.9364 9.4114 7.9669 0.65 0.16 0.18
H 15.4288 12.1434 8.2967 -0.02 -0.23 0.12
H 9.0649 6.6897 6.5215 -0.11 0.36 0.13
H 13.8463 14.2436 8.2576 0.17 0.35 0.17
H 14.0085 15.5531 11.8768 -0.10 0.02 -0.19
C 11.7340 9.1104 12.1457 -0.14 0.55 0.30
N 13.9041 10.2297 7.0881 -0.01 0.08 0.02
H 8.6688 8.1335 5.5547 -0.10 -0.24 0.31
N 11.4887 10.8491 10.3993 0.12 0.18 0.26
Tm 11.7199 10.4846 8.1154 0.62 0.12 0.18
C 7.1569 10.0513 7.9404 0.00 -0.06 0.29
O 8.5533 12.8270 6.6982 -0.12 0.16 0.26
C 11.9686 7.3576 9.2914 0.14 1.13 0.05
H 13.4458 8.9664 10.8394 0.10 0.44 -0.18
H 6.1625 9.5869 7.8934 0.09 0.16 -0.21
C 12.7063 12.8654 10.0962 0.16 0.30 -0.18
C 16.0817 9.3421 7.6675 -0.23 -0.17 -0.10
H 7.3012 10.7967 7.1467 -0.18 -0.35 0.07
H 8.9906 6.9177 9.6802 0.13 -0.20 -0.08
C 12.4826 7.0830 10.7072 -0.20 -0.11 -0.05
H 11.7034 6.5325 11.2365 -0.18 -0.05 0.10
C 13.6171 13.2516 7.9033 -0.60 -1.03 -0.15
C 10.7836 9.8671 11.2039 0.01 0.24 0.75
H 15.4524 11.0329 5.9471 0.25 0.11 -0.25
C 8.1651 7.6009 9.4941 -0.01 0.86 0.54
H 14.4653 14.0492 10.1746 -0.11 0.08 0.13
C 17.0212 8.3816 7.9779 0.30 -0.36 -0.05
H 10.9813 7.7888 9.3728 -0.27 -0.21 -0.14
H 13.3220 6.3999 10.6622 0.42 -0.04 -0.04
Cl 10.3051 13.4024 4.1959 0.11 0.09 -0.45
H 13.5656 8.0532 12.2833 -0.04 -0.15 0.10
C 11.1625 13.9127 12.6037 0.26 0.46 -0.41
C 9.9440 11.8928 5.0391 0.05 0.01 0.58
C 11.0873 12.6488 12.0068 -0.33 -0.22 0.08
H 11.9707 15.8101 13.0931 0.07 0.02 0.03
O 10.6275 12.2063 7.3071 -0.03 0.33 0.09
H 17.8428 6.4630 8.2558 0.21 -0.19 0.07
C 9.6506 12.3481 6.5314 -0.30 -0.07 -0.44
C 14.8662 12.4922 7.4323 0.43 1.26 -0.23
H 7.1796 10.6253 8.8816 0.11 -0.19 -0.17
H 13.8608 11.7640 5.6926 0.23 -0.02 0.10
N 12.7446 8.3935 8.5839 0.12 -0.69 -0.02
C 14.5562 11.3799 6.4525 -0.53 -0.61 0.23
H 15.8601 5.2151 8.0691 -0.22 -0.27 0.07
H 10.2475 12.0664 12.3770 0.15 0.05 0.00
H 11.8874 6.4551 8.7026 -0.09 -0.41 -0.11
C 13.2208 14.8252 11.6774 1.03 -0.04 -0.59
C 11.7399 12.0548 10.8973 -0.07 0.25 0.32
Cl 8.5462 11.0809 4.3681 -0.11 -0.06 -0.29
H 13.6852 5.9856 8.1079 0.06 0.21 -0.07
H 18.0303 8.7767 8.0422 0.07 -0.01 0.04
H 11.1312 8.4395 12.7706 0.02 -0.04 -0.05
H 7.3629 7.1650 6.3058 0.62 0.29 0.12
H 9.9969 10.3143 11.8326 0.08 -0.10 -0.23
H 12.1699 9.8584 12.8331 -0.09 -0.22 -0.19
H 12.9321 13.3589 7.0457 0.24 0.15 0.07
N 12.8457 12.4660 8.8741 0.48 0.21 -0.19
H 7.2611 7.0025 9.3704 -0.05 -0.02 -0.18
C 14.6747 9.2697 7.5512 -0.41 -0.34 0.09
```
Forces are in eV/Å.

Computed properties:
2S+1 = 3
energy relative to the best compared isomer or geometry (same formula, charge and spin) = 0.00 kcal/mol
DFT total energy = -4250.14607 Eh
M = 766.981 g/mol
expectation value of S² = 2.002
charge = -1
HOMO level (alpha / beta) = -4.42 / -4.42 eV

---

C27H35ClN2O2OsSi as an isolated structure, computed with ωB97M-V with the def2-TZVPD basis set.

```
69
Properties=species:S:1:pos:R:3:forces:R:3
H -1.6631 5.0684 4.5061 0.00 0.00 0.00
C 1.9511 -2.2101 -2.6642 0.07 0.19 0.09
C -2.2409 -3.9455 -2.5632 -0.06 0.16 0.06
H 3.8313 -3.0661 -3.3192 0.00 -0.02 -0.02
H 1.5687 -0.1368 1.4594 0.04 0.01 -0.02
Si 1.2067 -0.4552 -2.2962 0.35 0.01 0.08
H -0.3822 1.9864 -2.7065 0.02 0.04 0.00
C 0.7359 0.5307 -3.8836 -0.01 0.01 0.13
C 1.0291 -3.0314 3.1274 -0.01 0.04 -0.04
C -0.8888 1.5789 0.5402 -0.02 0.47 -0.25
H -3.1114 -5.7169 -3.3859 0.01 0.00 0.01
H 2.6114 -1.5814 3.2002 0.01 0.02 -0.01
C -1.1004 2.5659 1.6320 -0.16 0.01 -0.12
H -0.7972 0.6434 -5.4016 0.00 0.00 -0.02
C 1.6679 -1.8614 2.7539 -0.06 -0.07 0.04
C -0.5188 -0.0154 -4.5714 0.03 0.01 0.03
H 1.5130 -3.9979 -3.8037 0.01 -0.02 -0.01
H -5.1808 -4.5896 -4.1149 0.00 0.00 0.00
H 0.9554 -3.2809 -1.0392 0.01 -0.01 0.01
C -3.5882 -1.9349 -2.7481 0.25 -0.18 0.04
H 1.4460 -3.6972 3.8697 0.00 -0.01 0.01
H 1.3083 2.4435 -2.9779 0.00 0.01 0.02
H 0.1420 2.5739 -4.2957 -0.03 0.01 -0.01
C -0.1751 -3.3289 2.5121 0.04 0.10 0.00
C 1.9670 -3.0452 -1.3757 -0.07 0.06 -0.02
H 0.3071 1.6089 2.9298 0.00 0.00 0.00
C 0.4364 1.9683 -3.4319 0.00 -0.06 0.03
C -4.4059 -4.0260 -3.6126 -0.06 0.00 -0.03
H -3.6934 -0.8731 -2.5672 0.00 0.01 0.00
H 2.8066 0.9597 -4.4605 0.01 -0.02 0.00
C 1.8847 0.5673 -4.8968 -0.01 -0.05 0.01
H 4.0285 -1.5901 -2.3748 0.02 0.00 -0.01
N -1.4299 -1.8326 -1.7179 0.17 0.32 -0.68
H 1.2737 -2.5075 -4.7144 0.00 -0.01 0.00
C -2.4098 -2.5774 -2.3328 -0.37 -0.17 0.02
C 2.5864 0.5188 -1.4089 -0.16 -0.14 -0.17
H -2.5525 3.6977 0.5450 -0.01 0.01 0.00
C 1.1001 -1.0501 1.7895 -0.01 0.00 0.03
O 0.2621 1.1205 0.3243 0.21 -0.12 -0.03
H -1.3275 -4.4280 -2.2420 0.01 -0.01 0.01
C 3.4082 -2.0728 -3.1320 -0.02 0.03 -0.01
H 3.0387 -0.0948 -0.6248 0.00 -0.02 0.00
H 2.0944 -0.4230 -5.3062 0.01 0.03 -0.02
H 2.4966 -3.9879 -1.5535 0.01 -0.02 0.00
C -2.1976 4.5143 2.5051 -0.01 0.02 -0.01
H -1.6291 -2.7002 1.0630 0.01 -0.01 -0.03
Cl -1.0408 -4.7630 2.9231 -0.05 -0.05 0.00
H -2.8911 5.3352 2.3802 0.00 0.00 0.00
C -3.2423 -4.6579 -3.2035 0.03 -0.06 0.00
Os -0.6611 -0.6183 -0.7884 -0.25 -0.14 0.61
H 2.1874 1.4150 -0.9389 0.02 0.01 -0.02
H -0.3663 -1.0156 -4.9792 -0.03 -0.01 0.02
C -1.5057 4.3648 3.6988 0.00 0.02 0.03
H 2.4810 -2.5263 -0.5605 -0.01 0.00 0.01
H -5.4835 -2.1724 -3.7021 0.00 0.01 0.00
H 1.6165 1.2164 -5.7375 -0.01 0.02 -0.01
C 1.1571 -2.9637 -3.7296 -0.01 0.02 0.00
H -0.0770 3.1980 4.7946 0.00 0.00 0.00
H 0.0922 -2.9905 -3.4958 0.01 -0.02 -0.03
H 3.3835 0.8122 -2.0968 -0.01 -0.04 -0.04
C -4.5751 -2.6655 -3.3806 -0.04 -0.01 -0.01
C -0.4002 2.4211 2.8245 0.05 0.06 -0.07
O -1.8342 1.1437 -0.1821 0.12 -0.23 0.51
C -0.6926 -2.4755 1.5546 -0.08 -0.03 0.21
C -2.0058 3.6082 1.4745 -0.07 -0.08 0.01
C -0.6123 3.3155 3.8614 0.02 -0.01 0.00
H 3.4951 -1.4987 -4.0554 0.02 -0.01 0.03
H -1.3614 -0.0563 -3.8787 -0.02 -0.01 -0.02
N -0.0623 -1.3507 1.1932 0.11 -0.14 -0.34
```
Forces are in eV/Å.

Computed properties:
energy relative to the best compared isomer or geometry (same formula, charge and spin) = 2.83 kcal/mol
DFT total energy = -2150.20409 Eh
M = 673.358 g/mol
HOMO level (alpha / beta) = -7.09 / -7.09 eV